[1]
{"formula": "C21H34Cl3N2OOsP", "method": "wB97M-V/def2-TZVPD", "total_charge": 2, "multiplicity": 5, "e_above_lowest_kcal_mol": 32.1, "lumo_energy_ev": [-6.7, -9.0], "s_squared": 6.04, "species": ["Os", "Cl", "C", "C", "C", "Cl", "C", "O", "C", "Cl", "C", "H", "H", "C", "C", "C", "C", "P", "N", "C", "C", "C", "C", "C", "C", "C", "C", "H", "H", "H", "H", "H", "H", "H", "H", "H", "H", "H", "H", "H", "H", "H", "H", "H", "H", "H", "H", "H", "H", "H", "H", "H", "H", "H", "C", "C", "C", "N", "H", "H", "H", "H", "H"], "xyz": [[1.45732, -0.88663, 0.44391], [6.50072, -1.90758, 5.24651], [5.04062, -1.60606, 4.44289], [5.00357, -1.69743, 3.03517], [3.82417, -1.44712, 2.40701], [3.69348, -1.56997, 0.67504], [2.62390, -1.10171, 3.08666], [1.51942, -0.88203, 2.47378], [2.70936, -1.02046, 4.51628], [1.31497, -0.59066, 5.38446], [3.89488, -1.27572, 5.16649], [5.89183, -1.96466, 2.47787], [3.93576, -1.21093, 6.24530], [-1.39788, 2.27144, -0.13337], [-1.50020, 1.41314, -1.40585], [-0.24494, 1.66916, -2.24685], [-2.74026, 1.79373, -2.21312], [-1.50478, -0.42742, -0.89054], [-0.36346, -0.64502, 0.22430], [-0.92276, -1.57326, -2.30655], [-1.24334, -3.00615, -1.87172], [0.59610, -1.46568, -2.49367], [-1.64189, -1.23368, -3.61285], [-3.15509, -0.99541, -0.14479], [-2.90969, -2.27602, 0.66778], [-3.59165, 0.11276, 0.82032], [-4.21927, -1.21020, -1.21675], [-1.06703, 3.27279, -0.41820], [-0.67237, 1.86318, 0.56857], [-2.35207, 2.38481, 0.37144], [-0.15364, 2.74583, -2.40257], [-0.30364, 1.22020, -3.23557], [0.65636, 1.33053, -1.73760], [-2.64903, 2.84278, -2.50319], [-3.65787, 1.70040, -1.63415], [-2.84294, 1.20391, -3.12330], [-0.82224, -3.22811, -0.88961], [-0.80978, -3.70296, -2.59137], [-2.31372, -3.19719, -1.85067], [1.13757, -1.39232, -1.51160], [0.90600, -0.62523, -3.10528], [0.97169, -2.37976, -2.95294], [-2.72446, -1.26419, -3.49459], [-1.37367, -1.97205, -4.37172], [-1.36419, -0.25477, -3.99862], [-1.95769, -2.24061, 1.19700], [-2.94899, -3.17461, 0.05791], [-3.69816, -2.36156, 1.41675], [-2.81654, 0.32744, 1.55770], [-4.47891, -0.22620, 1.35716], [-3.87012, 1.02522, 0.29837], [-3.98334, -2.03779, -1.88525], [-4.40018, -0.31542, -1.81286], [-5.15490, -1.46319, -0.71370], [4.23020, 4.14500, 0.85659], [2.77876, 3.76264, 1.19659], [2.48699, 2.39267, 0.84149], [2.27058, 1.31501, 0.51119], [4.35484, 5.21780, 0.98027], [4.46532, 3.88883, -0.17495], [4.93346, 3.63925, 1.51505], [2.07633, 4.39133, 0.64383], [2.57647, 3.89988, 2.26011]], "forces_ev_per_angstrom": [[-2.6, 0.3, -0.1], [-0.1, 0.0, 0.0], [-0.1, 0.0, 0.0], [0.0, 0.0, -0.3], [0.1, 0.0, 0.4], [1.3, -0.5, -0.2], [0.0, 0.0, 0.1], [0.3, 0.1, -0.5], [-0.1, 0.0, 0.1], [0.0, 0.0, -0.1], [0.0, 0.1, 0.1], [0.0, 0.0, 0.0], [0.0, 0.0, 0.0], [0.0, 0.0, 0.0], [0.0, -0.5, 0.2], [0.0, 0.0, 0.0], [-0.1, 0.0, 0.0], [-0.6, 0.2, -0.9], [1.5, 0.0, 0.7], [-0.2, 0.3, 0.5], [0.0, -0.1, -0.1], [-0.2, 0.2, -0.2], [0.0, -0.1, -0.2], [0.6, 0.2, -0.1], [-0.1, 0.0, 0.1], [-0.1, 0.0, 0.0], [-0.1, 0.0, -0.1], [0.0, 0.0, -0.1], [0.0, 0.0, 0.1], [0.0, 0.0, 0.0], [0.0, 0.0, 0.0], [0.1, 0.0, 0.0], [0.1, 0.0, 0.0], [0.0, 0.0, 0.0], [0.0, 0.0, 0.0], [0.0, 0.0, 0.0], [0.0, -0.1, 0.0], [0.0, 0.0, 0.0], [0.1, 0.0, 0.0], [0.2, -0.1, 0.0], [0.0, 0.1, 0.1], [0.1, 0.0, 0.1], [0.0, 0.0, 0.0], [0.0, 0.0, 0.0], [0.0, -0.1, 0.0], [0.0, -0.1, 0.1], [0.0, 0.1, 0.1], [0.0, 0.0, 0.0], [0.0, 0.1, 0.0], [0.0, -0.1, 0.0], [0.0, 0.0, 0.1], [0.0, 0.0, 0.0], [0.0, -0.1, 0.0], [0.0, 0.0, 0.0], [-0.1, 0.0, 0.0], [0.2, 0.5, 0.0], [-0.1, -0.4, -0.2], [-0.2, -0.1, 0.1], [0.0, 0.0, 0.0], [0.0, 0.0, 0.0], [0.0, 0.0, 0.0], [0.0, 0.0, 0.0], [-0.1, 0.0, 0.0]], "mulliken_charge": [0.972, -0.089, 0.461, -0.823, 0.863, -0.230, 0.074, -0.661, 0.380, -0.096, -0.658, 0.492, 0.483, -1.668, 1.999, -1.667, -1.833, 0.478, -0.408, 1.620, -1.748, -0.756, -1.762, 1.690, -1.535, -1.771, -1.788, 0.491, 0.322, 0.327, 0.608, 0.247, 0.233, 0.529, 0.309, 0.309, 0.305, 0.633, 0.233, -0.203, 0.370, 0.506, 0.312, 0.512, 0.320, 0.289, 0.350, 0.500, 0.340, 0.627, 0.273, 0.305, 0.295, 0.524, -1.165, -0.240, 0.224, -0.332, 0.354, 0.366, 0.328, 0.280, 0.299]}



[2]
{"formula": "C21H34ClN2O4S", "method": "wB97M-V/def2-TZVPD", "total_charge": 1, "multiplicity": 1, "lumo_energy_ev": -3.2, "species": ["C", "C", "S", "C", "C", "C", "C", "C", "N", "C", "C", "C", "C", "C", "C", "Cl", "N", "H", "H", "H", "H", "H", "H", "H", "H", "H", "H", "H", "H", "H", "H", "H", "H", "H", "H", "H", "H", "H", "H", "O", "C", "O", "C", "C", "C", "H", "H", "H", "H", "H", "H", "O", "C", "O", "C", "C", "C", "H", "H", "H", "H", "H", "H"], "xyz": [[5.17223, -1.24767, 1.17255], [4.98214, -1.43908, -0.34281], [3.31271, -2.01743, -0.81274], [2.63050, -0.55258, -1.67336], [2.37131, 0.48740, -0.60617], [1.20233, 0.40482, 0.07249], [0.94987, 1.30945, 1.08237], [-0.34183, 1.24877, 1.91172], [-1.06719, 0.00313, 1.74702], [-2.00611, -0.02576, 0.59914], [1.91939, 2.27692, 1.36789], [3.05517, 2.30242, 0.63480], [4.09992, 3.37977, 0.91067], [3.58925, 4.68834, 0.22282], [3.96371, 4.69012, -1.27920], [2.44801, 4.71667, -2.27823], [3.29526, 1.41410, -0.34279], [6.25666, -1.19865, 1.35367], [4.77426, -0.29835, 1.55057], [4.80552, -2.09430, 1.75813], [5.20940, -0.48079, -0.82366], [5.69685, -2.19347, -0.68052], [3.32739, -0.16577, -2.42707], [1.68471, -0.79418, -2.16079], [0.49659, -0.37925, -0.18316], [-0.02521, 1.32014, 2.96329], [-0.93047, 2.12923, 1.63567], [-0.42977, -0.78263, 1.69421], [-1.63744, -0.70625, -0.17403], [-2.12390, 0.97763, 0.17285], [-2.97799, -0.35002, 0.97860], [1.81177, 3.01308, 2.15734], [4.20102, 3.51143, 1.99109], [5.06482, 3.05695, 0.50122], [3.90701, 5.58412, 0.76097], [2.49737, 4.65751, 0.28334], [4.50204, 3.79922, -1.59957], [4.48400, 5.61843, -1.51202], [4.16396, 1.44166, -0.86192], [-0.16811, -2.47544, -1.52946], [-0.89736, -2.91212, -0.68075], [-1.21223, -2.22266, 0.44004], [-2.01830, -3.04406, 1.31158], [-2.63512, -4.09235, 0.40414], [-1.55465, -4.27312, -0.65964], [-1.36864, -3.48105, 2.07318], [-2.76756, -2.42568, 1.80078], [-2.89953, -5.00954, 0.92666], [-3.54039, -3.69496, -0.05734], [-0.81236, -5.01902, -0.37013], [-1.97581, -4.51475, -1.63156], [-4.40918, -2.33749, -0.48710], [-5.24045, -1.50345, -0.72204], [-6.56620, -1.75694, -0.72919], [-7.28938, -0.58443, -1.15272], [-6.35298, 0.58083, -0.87615], [-4.98495, -0.05606, -1.09137], [-7.52496, -0.68729, -2.21378], [-8.21850, -0.51145, -0.59264], [-6.54335, 1.44709, -1.50706], [-6.45143, 0.89640, 0.16424], [-4.67244, -0.00667, -2.13592], [-4.23143, 0.37904, -0.44816]], "forces_ev_per_angstrom": [[0.7, 0.0, -0.1], [-0.1, 0.2, 0.7], [-0.1, 0.0, -0.4], [0.7, 0.7, 0.5], [0.4, -1.6, -2.2], [-0.8, 0.3, 0.7], [-0.8, 0.5, 0.8], [1.0, -0.9, -0.2], [-0.4, 0.9, -0.4], [0.2, 1.3, 0.2], [-0.6, -0.4, 0.0], [2.1, 1.4, 0.8], [-0.6, 0.0, -0.5], [0.1, -0.9, 0.0], [-0.9, 0.7, 0.4], [0.4, -0.1, 0.1], [-0.7, 0.1, 0.4], [-0.2, 0.0, 0.0], [-0.3, -0.3, -0.1], [-0.2, 0.2, -0.1], [0.0, -0.4, -0.3], [-0.2, 0.2, -0.2], [-0.1, -0.2, 0.1], [0.2, -0.3, 0.2], [0.2, 0.1, 0.0], [-0.1, 0.3, -0.2], [-0.2, -0.2, 0.3], [-0.1, 0.1, 0.1], [-0.9, 1.5, 0.0], [0.0, 0.0, 0.2], [0.1, -0.1, -0.3], [-0.2, -0.1, -0.1], [0.0, -0.1, -0.2], [0.0, 0.2, 0.2], [0.3, -0.1, -0.3], [0.2, 0.2, 0.1], [0.2, 0.3, 0.1], [0.2, -0.4, -0.3], [-0.1, 0.0, 0.0], [0.1, 0.7, 0.2], [0.1, -1.0, -0.1], [1.1, -2.7, 0.0], [-0.4, -0.5, 0.3], [0.0, -0.6, -0.1], [-0.5, 0.2, 0.3], [0.1, 0.1, 0.0], [0.1, 0.2, -0.1], [0.2, 0.0, 0.1], [0.7, -0.7, 0.4], [0.1, 0.0, -0.2], [0.3, -0.1, -0.1], [-0.9, 0.9, -0.3], [-0.2, 0.4, -0.4], [0.4, 0.0, 0.1], [-0.2, 0.3, -0.1], [0.1, 0.1, 0.0], [-0.5, 0.2, 0.2], [0.0, 0.0, 0.0], [0.0, -0.2, 0.0], [0.0, -0.1, 0.0], [0.0, 0.0, 0.0], [0.1, -0.1, 0.0], [0.2, -0.1, -0.2]], "mulliken_charge": [-0.952, -0.276, -0.055, -1.240, -0.906, 0.839, 1.346, -1.497, -0.221, -1.093, -0.816, 0.056, -1.668, -0.644, -0.429, -0.206, 0.651, 0.358, 0.135, 0.328, 0.060, 0.483, 0.534, 0.489, 0.055, 0.511, 0.476, 0.327, 0.351, 0.424, 0.337, 0.542, 0.471, 0.495, 0.398, 0.456, 0.237, 0.388, 0.455, -0.572, 0.357, -0.242, -0.637, -0.216, -0.639, 0.395, 0.296, 0.444, 0.104, 0.289, 0.356, -0.446, 0.262, -0.409, -0.454, -0.686, 0.205, 0.260, 0.354, 0.361, 0.289, 0.322, -0.192]}



[3]
{"formula": "C21H34CrN5O3S3Se", "method": "wB97M-V/def2-TZVPD", "total_charge": 1, "multiplicity": 5, "e_above_lowest_kcal_mol": 3.6, "lumo_energy_ev": [-2.3, -2.6], "s_squared": 6.02, "species": ["Cr", "C", "C", "S", "C", "C", "S", "C", "C", "S", "H", "H", "H", "H", "H", "H", "H", "H", "H", "H", "H", "H", "C", "C", "N", "O", "C", "C", "N", "O", "H", "H", "H", "H", "H", "H", "H", "C", "N", "C", "C", "O", "H", "H", "H", "H", "H", "H", "H", "C", "N", "C", "Se", "N", "C", "C", "C", "C", "C", "C", "H", "H", "H", "H", "H", "H", "H", "H"], "xyz": [[0.70634, -0.02167, 0.59620], [3.80217, -0.37343, -2.65692], [4.09484, -1.47704, -1.64826], [3.07120, -1.55207, -0.14251], [4.10122, -0.77713, 1.12369], [4.23441, 0.74167, 1.08479], [2.65163, 1.62476, 0.92227], [2.96080, 2.79517, -0.42661], [2.99890, 2.25560, -1.84698], [4.46805, 1.27246, -2.27865], [2.73275, -0.28240, -2.83835], [4.27390, -0.66270, -3.59783], [5.13677, -1.46008, -1.32473], [3.92596, -2.43983, -2.13338], [5.09477, -1.22513, 1.07780], [3.65210, -1.09207, 2.06750], [4.85404, 1.04794, 0.24800], [4.70018, 1.08235, 2.01035], [3.87268, 3.33573, -0.16891], [2.13357, 3.50274, -0.32937], [2.98876, 3.11242, -2.52368], [2.11932, 1.64987, -2.05865], [-2.80333, -2.32208, -0.38668], [-1.49310, -1.61140, -0.39672], [-0.92292, -1.22707, 0.70288], [-1.65294, -1.46311, 1.88354], [-0.82615, -1.17774, -1.62020], [-1.21227, -1.57185, -3.00683], [0.08606, -0.24313, -1.42927], [0.53077, 0.39015, -2.44352], [-3.57563, -1.64084, -0.02322], [-2.77034, -3.16129, 0.30569], [-3.08060, -2.67084, -1.37510], [-1.54396, -0.62415, 2.37405], [-2.02208, -2.29445, -3.03089], [-0.34794, -1.99129, -3.52687], [-1.50000, -0.68749, -3.57826], [2.12260, -0.90340, 5.12655], [1.42306, -1.89599, 4.32156], [1.13064, -3.17485, 4.95088], [1.07181, -1.65041, 3.07599], [1.32571, -0.57952, 2.48540], [1.56658, -0.72837, 6.04726], [2.20306, 0.02241, 4.56683], [3.11783, -1.26949, 5.38062], [0.48881, -3.02454, 5.81899], [2.05713, -3.64914, 5.27370], [0.62512, -3.82762, 4.24334], [0.53546, -2.46119, 2.57304], [-4.30748, 2.06421, 1.32382], [-3.52797, 1.96424, 0.10559], [-2.18138, 1.98728, 0.01060], [-0.97181, 2.09554, 1.41955], [-1.87070, 1.85877, -1.28933], [-3.01990, 1.75937, -2.05882], [-3.21879, 1.59770, -3.42111], [-4.53237, 1.51968, -3.84974], [-5.60343, 1.59434, -2.95206], [-5.40048, 1.75156, -1.59173], [-4.08228, 1.83177, -1.16610], [-3.62604, 2.15803, 2.16387], [-4.92163, 1.17207, 1.44505], [-4.94929, 2.94327, 1.27930], [-0.92554, 1.80819, -1.64087], [-2.38809, 1.54269, -4.11121], [-4.73711, 1.39762, -4.90463], [-6.61391, 1.52698, -3.33121], [-6.22957, 1.80818, -0.89949]], "forces_ev_per_angstrom": [[0.3, 0.1, -0.3], [0.0, 0.0, 0.0], [0.0, 0.0, 0.1], [0.1, 0.0, 0.0], [0.0, 0.0, 0.1], [0.0, 0.0, 0.0], [0.0, 0.0, 0.0], [0.0, 0.0, 0.0], [0.0, 0.0, 0.0], [0.0, 0.0, 0.0], [0.0, 0.0, 0.0], [0.0, 0.0, 0.0], [0.0, 0.0, 0.0], [0.0, 0.0, 0.0], [0.0, 0.0, 0.0], [0.1, 0.0, -0.1], [0.0, 0.0, 0.0], [0.0, 0.0, 0.0], [0.0, 0.0, 0.0], [0.0, 0.0, 0.0], [0.0, 0.0, 0.0], [0.0, 0.0, 0.0], [0.0, 0.0, 0.0], [0.2, 0.1, 0.2], [-0.4, -0.2, 0.0], [0.1, 0.1, -0.1], [0.1, 0.1, 0.0], [0.1, 0.1, 0.0], [-0.5, -0.3, 0.4], [0.2, 0.1, -0.2], [0.0, 0.0, 0.0], [0.0, 0.0, 0.0], [0.0, 0.0, 0.0], [-0.1, -0.1, -0.2], [0.0, 0.0, 0.0], [0.0, 0.0, 0.0], [-0.1, 0.0, 0.0], [0.0, 0.0, 0.0], [0.0, 0.0, 0.0], [0.0, 0.0, 0.0], [0.0, -0.1, -0.1], [-0.2, 0.0, 0.1], [0.0, 0.0, 0.0], [0.0, 0.0, 0.0], [0.0, 0.0, 0.0], [0.0, 0.0, 0.0], [0.0, 0.0, 0.0], [0.0, 0.0, 0.0], [0.1, 0.0, 0.0], [0.0, 0.1, 0.0], [0.0, 0.1, 0.0], [-0.1, -0.3, 0.1], [0.0, 0.1, -0.1], [-0.1, 0.3, -0.1], [0.0, 0.0, 0.0], [0.0, 0.1, 0.0], [0.0, 0.0, 0.0], [0.0, 0.0, 0.0], [0.0, 0.0, 0.0], [0.0, -0.1, 0.0], [0.0, 0.0, 0.0], [0.0, 0.0, 0.0], [0.0, 0.0, 0.0], [0.2, -0.1, -0.1], [0.0, 0.0, 0.0], [0.0, 0.0, 0.0], [0.0, 0.0, 0.0], [0.0, 0.0, 0.0]], "mulliken_charge": [0.200, -0.069, -0.904, 0.131, -0.468, -0.838, 0.143, -0.906, 0.332, -0.182, -0.220, 0.485, 0.379, 0.483, 0.670, -0.149, 0.288, 0.517, 0.497, 0.460, 0.534, -0.614, -1.498, -0.100, 0.743, -0.558, 0.153, -1.329, 1.342, -1.055, 0.246, 0.364, 0.412, 0.328, 0.414, 0.295, 0.130, -0.960, 0.223, -0.861, 0.213, -0.672, 0.401, 0.219, 0.337, 0.339, 0.340, 0.273, 0.241, -1.027, 0.306, -0.140, -0.280, 0.363, 0.357, -0.787, -0.672, -0.624, -0.700, 0.577, 0.300, 0.354, 0.369, -0.046, 0.606, 0.416, 0.408, 0.470]}



| no. | electronic energy (eV) |
| --- | --- |
| 1 | -76662.13396 |
| 2 | -56850.18470 |
| 3 | -162190.40722 |